Record 1
Formula: C8H10CrF6MgN3O7S2
Source: the OMol25 dataset
Level of theory: ωB97M-V/def2-TZVPD

The geometry in XYZ format:
```
38
Properties=species:S:1:pos:R:3:forces:R:3:mulliken_spin:R:1
Cr -0.56110 -2.27802 -1.25147 1.3586 3.2646 5.1371 3.3914
Mg 0.99319 0.38153 0.73165 0.0392 1.5057 0.4882 0.0186
O 0.43806 -0.64537 -0.78855 -0.3143 -1.8211 -1.7342 -0.1130
H 0.89862 0.00593 -1.34003 -0.4565 -0.4999 -1.3871 0.0144
C -3.59362 -0.02411 1.20453 -0.0050 -0.4953 -0.4405 -0.0094
F -3.47167 1.09782 0.52103 0.1417 0.3423 -0.1330 -0.0015
F -4.07424 0.19214 2.38810 0.2413 0.2276 0.5346 -0.0028
F -4.40409 -0.84631 0.55500 -0.0078 -0.1790 -0.2428 0.0008
S -1.91427 -0.87077 1.32499 0.4522 0.2636 2.7658 0.0164
O -0.89199 0.17538 1.34402 -0.8295 -0.0865 0.1510 0.0147
O -1.96766 -1.74903 2.44825 -0.0414 0.5950 -0.8530 -0.0092
O -1.85533 -1.61531 0.02945 -0.0807 -1.3671 -3.1734 -0.0525
C 2.95286 -3.26802 0.54633 0.0348 -0.5094 -0.2699 0.0042
F 4.02424 -3.19273 1.29481 -0.0218 0.3299 0.1086 0.0007
F 3.12502 -2.56946 -0.57968 -0.0838 0.0156 -0.0435 0.0001
F 2.70794 -4.53942 0.25654 -0.0963 0.3474 -0.1270 0.0006
S 1.48607 -2.62276 1.46144 0.1996 -0.5252 2.6139 0.0012
O 0.28310 -2.90331 0.60230 -0.9578 -0.5771 -2.7539 -0.1944
O 1.40194 -3.41809 2.64480 0.0363 0.4459 -1.0028 -0.0848
O 1.64292 -1.19329 1.66923 0.4152 -0.4967 -0.1213 0.0038
C -1.47274 4.11225 -0.55816 -0.1238 0.3661 0.6188 0.0001
C -0.39015 3.16395 -0.34388 -0.4058 0.4585 -0.6073 0.0004
N 0.47881 2.42968 -0.22445 0.1868 -1.0244 0.7416 -0.0015
H -2.41532 3.62401 -0.79315 0.1591 -0.2672 -0.1397 -0.0001
H -1.23734 4.84734 -1.32452 0.2003 -0.1708 -0.1271 0.0000
H -1.62979 4.66028 0.37451 0.0628 -0.0010 -0.0229 0.0000
C -3.95141 0.10004 -2.71162 -0.4169 0.6075 0.0377 0.0017
C -2.61108 0.64242 -2.54392 -0.0907 -0.2930 0.4488 -0.0004
N -1.56612 1.08219 -2.35695 0.1760 -0.2320 -0.0994 -0.0004
H -4.16074 -0.78778 -2.11724 0.4133 -0.2400 -0.2361 0.0005
H -4.12465 -0.03337 -3.77787 -0.2647 -0.2096 0.0894 -0.0002
H -4.65963 0.83034 -2.30954 0.0281 0.1248 -0.3155 -0.0003
C 5.56819 0.89084 0.71714 -0.0645 0.2119 -0.6714 0.0000
C 4.13460 0.83019 0.45794 0.3771 -0.0142 0.0716 0.0003
N 3.01547 0.74285 0.22788 -0.0946 0.0706 0.2386 0.0005
H 5.80956 1.62823 1.47878 -0.1353 -0.1560 0.2188 0.0000
H 6.05194 1.22454 -0.20477 -0.0222 -0.0466 0.0028 0.0000
H 5.94042 -0.10482 0.94709 -0.0089 0.0348 0.2347 0.0000
```
Forces are in eV/Å.

Output
- charge = +2
- F_max (eV Å⁻¹) = 6.2
- gap between HOMO and LUMO (alpha / beta) (eV) = 6.30 / 8.92
- spin multiplicity = 4

=====

Record 2
Formula: C5H15NO2
Source: the OMol25 dataset
Level of theory: ωB97M-V/def2-TZVPD

The geometry in XYZ format:
```
23
Properties=species:S:1:pos:R:3:forces:R:3:mulliken_charge:R:1
C 0.02953 -0.69598 -2.48213 -1.0797 -1.2219 0.0773 -1.3096
C 0.08799 0.19269 -1.27674 1.4101 -1.3230 -0.2525 0.0892
C 0.71873 -0.23163 -0.14845 -1.0217 1.3210 0.3367 0.3596
C 1.43264 -1.53277 0.07044 -0.6726 -0.7797 0.2103 -1.3133
N 0.54698 0.49742 1.04997 0.6541 -0.6320 -0.4348 -0.0867
C 1.11667 0.06499 2.30064 -0.1813 0.4171 1.0892 -1.0957
H 0.74124 -1.51064 -2.45000 0.6938 0.2682 -0.2211 0.3244
H -0.89759 -1.31424 -2.43370 0.0279 0.6761 -0.1966 0.2604
H 0.04064 -0.22382 -3.46169 0.1783 0.2136 0.0958 0.3562
H -0.40269 1.14461 -1.41277 -0.1094 0.0920 0.6391 0.0282
H 1.26953 -2.26789 -0.71243 0.2421 0.2384 -0.2121 0.3320
H 0.99606 -2.01226 0.95218 -0.0503 0.0322 -0.0024 0.3932
H 2.48939 -1.46624 0.32017 0.1128 0.3639 -0.3132 0.3451
H 0.31644 1.46873 0.93969 -0.1220 0.0673 0.1960 0.2531
H 0.61284 -0.79946 2.75349 -0.0001 -0.0811 -0.4195 0.3192
H 2.19350 -0.13168 2.35357 -0.0051 0.0322 -0.4702 0.2898
H 0.94073 0.84219 3.04334 0.0026 0.2425 -0.1064 0.3701
O -1.16653 3.21374 0.18847 0.6686 -0.0615 -0.7135 -0.6625
H -0.47785 3.26730 -0.50032 -0.1797 0.2561 0.5293 0.3541
H -1.83101 2.70490 -0.28200 -0.4281 -0.1538 0.1925 0.3331
O -2.10327 -1.75755 0.09550 -0.0817 -0.0107 0.2463 -0.6794
H -2.57036 -1.31742 0.81061 -0.2647 -0.0834 0.0486 0.2815
H -1.23952 -1.33566 0.14666 0.2060 0.1267 -0.3187 0.4579
```
Forces are in eV/Å.

Output
- charge = 0
- F_max (eV Å⁻¹) = 2.0
- SMILES string = C/C=C(\C)NC.O.O
- gap between HOMO and LUMO (eV) = 8.28

=====

Record 3
Formula: C6H12INO3
Source: the OMol25 dataset
Level of theory: ωB97M-V/def2-TZVPD

The geometry in XYZ format:
```
23
Properties=species:S:1:pos:R:3:forces:R:3:mulliken_charge:R:1
C 1.98714 -0.00232 -1.20852 2.4758 1.1419 -1.7154 -1.2720
C 0.98598 1.17077 -1.26494 -0.1614 -3.4653 -2.7172 0.0252
O 1.06680 1.67953 -2.57092 1.1397 0.8321 -3.0916 -0.5978
C -0.50465 0.91655 -1.16880 -0.7918 1.0941 -0.9603 -0.4636
I -1.55324 2.62449 -0.55488 0.0228 -0.0534 0.2675 0.1307
N -1.07337 0.20077 -2.12626 0.1448 0.8765 3.9876 0.7706
O -0.50809 -0.72043 -2.69267 -0.1933 -1.0062 -1.6777 -0.6796
O -2.47429 0.28278 -2.04252 0.0178 -0.4924 -0.8973 -0.3776
H 3.08134 0.54107 -1.28892 -2.6540 -1.3998 -0.0934 0.3198
H 1.88533 -0.78447 -2.05224 -0.0190 1.5034 1.4078 0.2015
H 2.03366 -0.48121 -0.27717 -0.1644 -0.8464 1.3594 0.4480
H 1.26372 1.91034 -0.58314 0.3884 1.2650 0.9454 0.6859
H 1.13946 1.02901 -3.37002 -0.2527 1.1213 2.9568 0.4062
H -2.79142 -0.00044 -2.91225 0.0783 -0.1636 -0.1321 0.3278
C -1.96810 -1.13966 0.87381 -3.9474 -0.5921 -2.6019 -0.4940
C -0.81133 -0.56311 1.01899 1.8382 -1.6249 -0.4951 0.0521
C -0.28293 0.28818 2.05434 -1.1910 3.2640 1.4488 -0.8829
H -2.21429 -1.78133 -0.10365 0.8395 1.1282 2.5042 0.2151
H -2.92067 -0.76081 1.36423 1.4094 -0.6044 -0.2282 0.2266
H 0.03308 -0.97785 0.46819 -0.3170 -0.1255 -0.5653 0.1789
H 0.14627 1.26078 1.60805 0.1888 -1.7142 0.7183 0.1871
H 0.37228 -0.33318 2.67191 0.3420 0.7016 0.0025 0.2750
H -1.10358 0.74381 2.69536 0.8065 -0.8399 -0.4228 0.3171
```
Forces are in eV/Å.

Output
- charge = 0
- F_max (eV Å⁻¹) = 4.8
- SMILES string = C[C@@H](O)/C(I)=[N+](\[O-])O.C=CC
- gap between HOMO and LUMO (alpha / beta) (eV) = 8.60 / 8.60

=====

Record 4
Formula: C14H23NO3
Source: the OMol25 dataset
Level of theory: ωB97M-V/def2-TZVPD

The geometry in XYZ format:
```
41
Properties=species:S:1:pos:R:3:forces:R:3:mulliken_charge:R:1
C 0.06285 -0.36196 2.69556 1.1007 -1.5835 -3.2666 -0.5652
C 0.84741 -0.83441 1.58825 0.8693 0.6296 0.4215 0.0719
C 2.24206 -0.98665 1.70499 -1.0205 -0.0269 1.3053 -0.5348
N 2.92628 -0.77034 2.85123 -1.5392 0.7805 0.5571 -0.5880
C 2.17085 -0.27476 3.87297 0.3837 -0.0410 -1.7045 -0.3464
C 0.77525 -0.05479 3.79482 0.9472 -0.0860 1.9240 -0.2958
H -1.01450 -0.35273 2.62045 -0.0249 0.3445 0.1311 0.4708
H 0.56483 -1.00063 0.55921 -0.9150 -0.1770 0.2519 0.3699
H 2.79897 -1.34191 0.85057 0.1035 -0.0276 -0.0816 0.6308
H 2.75125 0.06215 4.71914 -0.1747 -0.2508 0.3538 0.3720
H 0.22537 0.25732 4.67040 0.2507 0.2685 0.2545 0.3654
C 3.17246 2.13537 1.18222 0.4560 -1.0012 -0.1482 -1.2021
C 2.49190 1.81002 -0.15164 -0.5587 1.2929 1.3459 1.0506
C 3.36444 1.24133 -1.24669 -0.3132 -0.2716 -0.1109 -1.1689
O 1.35035 2.22325 -0.30234 0.8839 -0.9010 -0.6132 -0.5950
H 3.89956 2.93136 1.02150 -0.1498 0.2641 0.0246 0.3979
H 3.75877 1.28905 1.54014 0.1344 -0.1106 -0.1643 0.3538
H 2.48136 2.35385 1.99631 -0.1887 0.3308 -0.4260 0.2599
H 4.00322 2.07912 -1.52624 -0.0244 0.0675 -0.4117 0.4196
H 2.76845 0.85991 -2.07580 -0.0006 0.4216 -0.0729 0.1910
H 4.04932 0.43434 -0.98629 -0.1645 0.0503 0.5829 0.3129
C 0.17275 -1.94523 -3.61702 -0.4756 -0.7641 -0.3271 -1.2360
C 0.53079 -1.27180 -2.31306 1.9745 -0.0587 1.0984 0.7991
C -0.25467 -0.00227 -2.01602 1.2739 -0.8461 1.5603 -0.5760
O 1.43060 -1.64390 -1.51185 -2.5610 0.6350 -2.6238 -0.5443
H 0.93400 -2.06314 -4.38818 0.5156 0.1904 0.4707 0.3412
H -0.66263 -1.46463 -4.12618 0.0177 0.3396 0.2651 0.3558
H -0.18628 -2.95617 -3.42412 0.1399 -0.1884 0.2311 0.3169
H -1.32739 -0.17721 -1.93378 0.0704 0.2084 -0.5958 0.2192
H 0.08723 0.82496 -2.63803 -0.5045 -0.1032 -0.3290 0.3732
H 0.13829 0.21452 -1.02270 -0.4677 0.5943 0.0447 -0.0591
C -3.98310 0.78176 -0.84444 1.0670 0.7925 0.0669 -0.5543
C -5.11049 -0.11062 -0.58283 -2.2191 0.0088 -1.9006 0.7422
C -5.04032 -1.07074 0.59816 -1.0050 0.2280 -1.7110 -1.0233
O -6.10543 -0.05006 -1.34085 2.0685 -0.5339 2.1269 -0.5872
H -4.08771 1.28418 -1.80606 0.0728 -0.0911 0.1194 0.3247
H -3.02314 0.27507 -0.74522 -0.0108 -0.1478 -0.1937 -0.1202
H -3.93539 1.52835 -0.05171 -0.1272 0.2424 0.0874 0.3198
H -5.77659 -1.78123 0.22236 -0.0867 -0.4477 0.8835 0.3440
H -5.41865 -0.51136 1.45376 0.2421 -0.3831 0.2851 0.2723
H -4.07230 -1.55936 0.70897 -0.0403 0.3517 0.2885 0.3214
```
Forces are in eV/Å.

Output
- charge = 0
- F_max (eV Å⁻¹) = 3.8
- SMILES string = c1ccncc1.CC(C)=O.CC(C)=O.CC(C)=O
- gap between HOMO and LUMO (eV) = 9.95

=====

Record 5
Formula: C33H29BrN5O6W
Source: the OMol25 dataset
Level of theory: ωB97M-V/def2-TZVPD

The geometry in XYZ format:
```
75
Properties=species:S:1:pos:R:3:forces:R:3:mulliken_spin:R:1
W 0.38791 -0.61407 0.60830 0.2368 0.3922 -0.7636 1.4581
O -0.23754 -0.85004 -3.59046 0.3797 -0.1388 0.1184 0.0101
C 0.18542 -1.17542 -2.35923 0.0125 -0.0336 -0.2564 0.1182
O -0.61699 -0.84518 -1.26172 0.1452 -0.0950 -0.1282 0.0042
C 1.36346 -1.72066 -2.03616 -0.2127 0.0348 0.1270 -0.0365
C 2.28074 -2.34228 -2.95923 0.1591 -0.0829 0.0367 0.1254
C 3.31115 -3.07441 -2.48713 -0.1206 0.0801 -0.2173 -0.0770
C 3.46116 -3.23272 -1.07389 0.0311 0.0104 0.3022 0.1591
C 2.64811 -2.52439 -0.24379 0.0400 -0.0138 -0.3222 -0.1081
N 1.69231 -1.64261 -0.66719 0.5106 -0.2162 -0.3483 0.0120
C 2.64027 -2.62503 1.20676 -0.0608 0.0815 0.2959 0.0240
O 3.48977 -3.36969 1.89193 -0.0497 0.0094 -0.0646 -0.0044
O 1.79873 -1.97405 1.81941 0.4231 -0.4913 0.0770 0.0092
H -1.19558 -0.98409 -3.68266 0.0109 -0.0430 -0.0229 0.0020
H 2.08071 -2.24556 -4.01699 0.0164 0.0049 -0.0125 0.0061
H 3.98425 -3.58051 -3.16426 0.0197 0.0071 0.0093 -0.0041
H 4.20450 -3.91464 -0.68251 -0.0076 -0.0165 -0.0344 0.0144
H 4.08170 -3.85635 1.30216 -0.0177 0.0363 -0.0015 0.0000
N 2.75640 1.93543 2.09423 -0.1558 0.1088 0.0465 0.0085
C 2.85023 1.82921 0.72016 -0.0479 -0.0082 0.0389 0.0101
C 3.91507 2.54634 0.15145 0.0334 0.0628 -0.0156 -0.0020
C 4.07825 2.57186 -1.20731 -0.0380 -0.0379 0.0228 0.0038
C 3.15806 1.87460 -1.98390 -0.0152 0.0397 0.0200 0.0006
C 2.15814 1.18986 -1.34606 0.0164 -0.0399 -0.0986 0.0262
N 1.97655 1.12754 -0.00513 -0.0525 -0.0247 0.1408 0.0237
C 2.02826 1.26931 3.05300 0.2453 -0.1814 -0.0998 0.0032
C 2.16697 1.74907 4.36618 0.0803 -0.0472 0.0917 -0.0050
C 1.55830 1.08545 5.39606 -0.0049 0.0251 -0.0994 0.0023
C 0.85372 -0.08257 5.10078 -0.0006 -0.0209 0.0288 0.0051
C 0.76040 -0.46673 3.79181 0.0581 -0.0922 -0.0120 0.0036
N 1.27647 0.22053 2.74185 0.0241 -0.2375 0.2468 0.0351
H 3.40036 2.60480 2.48221 -0.0327 -0.0009 -0.0149 0.0002
H 4.59877 3.07498 0.80260 0.0016 -0.0049 0.0038 -0.0002
H 4.89753 3.11748 -1.65475 0.0018 0.0090 0.0015 0.0002
H 3.21254 1.85217 -3.06203 0.0014 0.0019 -0.0026 0.0006
H 1.46074 0.63901 -1.95301 0.0027 -0.0450 0.0339 -0.0012
H 2.75508 2.63971 4.54336 0.0003 0.0067 0.0002 0.0000
H 1.63830 1.45109 6.41055 0.0242 -0.0107 0.0073 -0.0001
H 0.40114 -0.68779 5.87196 -0.0027 -0.0042 -0.0020 0.0004
H 0.26404 -1.39296 3.54573 -0.0296 0.0406 -0.0118 0.0040
Br -0.63844 2.46667 2.28436 -0.6215 0.2173 -0.3256 0.0065
C -1.66750 0.90812 2.57011 0.2007 -0.0618 -0.1042 0.0342
C -2.73096 1.00560 3.44831 -0.1050 -0.0095 0.0159 -0.0109
C -3.45790 -0.13610 3.74295 0.0581 0.0404 0.0012 0.0137
C -3.08672 -1.32990 3.15010 -0.0776 -0.0753 0.0151 -0.0063
C -2.02164 -1.33315 2.27931 0.0704 -0.0174 -0.1535 0.0359
N -1.30406 -0.23359 1.96884 -0.6942 0.5483 0.8122 0.0035
C -1.58341 -2.60452 1.58365 -0.0329 0.1156 -0.0147 0.0333
O -2.16530 -3.64278 1.76893 -0.0021 0.0210 0.0269 0.0230
O -0.56081 -2.40795 0.80569 -0.1304 0.0367 0.2555 0.0167
H -2.96701 1.95891 3.89691 0.0055 0.0092 -0.0158 0.0010
H -4.28818 -0.08946 4.43445 -0.0159 0.0030 -0.0140 -0.0002
H -3.59743 -2.26611 3.32701 0.0084 0.0032 0.0089 0.0000
C -2.82679 2.21201 -0.66552 0.1702 -0.0156 0.0308 -0.0064
C -2.39108 0.79844 -1.08772 -0.0135 -0.0452 -0.0070 0.0227
C -3.33290 -0.21396 -0.43128 0.0196 0.0392 -0.0055 0.0024
C -0.88203 0.53043 -0.79317 -0.2820 -0.1143 -0.0191 -0.0388
C -2.50844 0.72221 -2.61867 -0.1005 0.1001 -0.0165 0.0037
C -3.12919 -0.34024 -3.27218 -0.1116 0.0275 0.0235 -0.0002
C -3.17639 -0.39773 -4.66378 -0.0928 0.0142 -0.0172 0.0001
C -2.61062 0.61014 -5.42667 0.0199 0.0378 0.0032 0.0006
C -1.99698 1.67935 -4.78725 -0.0113 -0.0199 -0.0115 0.0012
C -1.94555 1.72894 -3.40483 -0.0938 0.0247 0.0114 -0.0044
H -3.11570 2.24248 0.38183 0.0820 0.0014 0.1559 0.0001
H -3.69478 2.51080 -1.25368 -0.0076 0.0082 0.0369 0.0000
H -2.04488 2.95542 -0.82354 0.0092 0.0198 0.0071 0.0008
H -3.45493 0.00498 0.62573 0.0320 0.0131 0.0652 0.0067
H -2.98794 -1.24303 -0.54388 -0.0112 0.0094 0.0019 -0.0006
H -4.32645 -0.13761 -0.87371 -0.0102 -0.0059 -0.0280 -0.0013
H -0.33365 1.23218 -1.42066 0.1425 0.0358 0.1210 0.0320
H -3.57376 -1.14912 -2.71014 -0.0308 0.0023 0.0321 -0.0002
H -3.66631 -1.23439 -5.14475 0.0072 -0.0104 -0.0012 0.0000
H -2.64991 0.56688 -6.50660 0.0019 -0.0031 -0.0010 0.0001
H -1.55188 2.47583 -5.36912 -0.0036 0.0021 -0.0054 0.0000
H -1.45586 2.57361 -2.93410 -0.0043 -0.0168 -0.0054 -0.0004
```
Forces are in eV/Å.

Output
- charge = +1
- F_max (eV Å⁻¹) = 1.2
- gap between HOMO and LUMO (alpha / beta) (eV) = 6.08 / 5.79
- spin multiplicity = 3

=====

Record 6
Formula: C5H10O2
Source: the OMol25 dataset
Level of theory: ωB97M-V/def2-TZVPD

The geometry in XYZ format:
```
17
Properties=species:S:1:pos:R:3:forces:R:3:mulliken_charge:R:1
O 2.77908 -0.22349 -0.72672 0.0361 0.2503 -0.0517 -0.5301
C 1.74023 -0.77345 0.04689 -0.2408 -0.2051 0.1863 -0.6584
C 0.37963 -0.41918 -0.52920 0.0365 -0.1931 -0.0115 0.2452
C -0.80940 -0.87657 0.32326 0.0571 -0.0831 0.0316 -0.6625
C -1.78360 0.29731 0.20391 -0.0696 0.0238 -0.0112 -0.5331
C -0.81980 1.47743 0.13413 -0.1882 0.1213 0.1185 -0.4518
O 0.29378 1.01024 -0.61933 -0.0214 0.0712 0.0109 -0.4315
H 2.54353 0.70690 -0.85428 0.1097 -0.1186 -0.0261 0.3413
H 1.78667 -0.42235 1.09263 0.0038 -0.0268 -0.1657 0.3133
H 1.87581 -1.86104 0.04858 -0.0273 0.1320 0.0120 0.3059
H 0.31754 -0.80967 -1.55374 -0.0037 0.0280 0.1137 0.2449
H -0.49738 -1.00562 1.36818 -0.0306 0.0258 -0.1442 0.2869
H -1.22493 -1.82641 -0.02373 0.0551 0.1461 0.0432 0.3661
H -2.48338 0.36768 1.04277 0.1270 -0.0039 -0.1380 0.3390
H -2.36270 0.22340 -0.72368 0.0949 0.0271 0.1232 0.2733
H -0.50348 1.78013 1.14537 -0.0098 -0.0577 -0.1686 0.2764
H -1.23161 2.35468 -0.37506 0.0711 -0.1372 0.0773 0.2751
```
Forces are in eV/Å.

Output
- charge = 0
- F_max (eV Å⁻¹) = 0.4
- SMILES string = OC[C@H]1CCCO1
- gap between HOMO and LUMO (eV) = 10.69